Below is a cluster of 28 separate species, C68H198N6O44 in total at a distorted geometry, with properties calculated with wB97M-V/def2-TZVPD.

**Energy above the lowest of the compared OMol25 structures with the same formula, charge and spin**: 0.0 kJ/mol
**HOMO-LUMO gap**: 8.770 eV
**E_HOMO**: -8.42 eV
**E_LUMO**: 0.35 eV
**E**: -172738.807 eV
**Max |F|**: 4.12 eV/A

The geometry in XYZ format:
```
316
C68H198N6O44, DFT wB97M-V/def2-TZVPD
C 2.796 -2.074 4.133
C 3.503 -1.998 2.759
O 4.776 -2.646 2.858
O 2.014 -3.250 4.158
H 2.091 -1.218 4.332
H 3.538 -2.057 4.938
H 3.695 -1.021 2.392
H 2.908 -2.549 2.010
H 4.493 -3.600 2.988
H 1.268 -3.270 3.576
C -5.845 1.033 7.400
C -6.234 2.302 6.645
O -6.700 1.826 5.445
O -4.925 0.200 6.643
H -6.721 0.473 7.501
H -5.509 1.241 8.457
H -5.408 3.041 6.519
H -7.064 2.758 7.206
H -5.954 1.602 4.839
H -5.491 -0.215 5.998
C -2.278 5.095 -2.460
C -1.066 5.947 -3.015
O -0.513 5.271 -4.114
O -3.223 4.638 -3.409
H -2.783 5.576 -1.640
H -1.865 4.247 -1.988
H -0.373 6.103 -2.196
H -1.394 6.925 -3.431
H 0.012 4.496 -3.934
H -2.911 3.863 -3.944
C 0.911 0.369 7.504
C -0.269 1.343 7.479
O -0.063 2.057 6.345
O 2.105 1.151 7.655
H 0.945 -0.247 6.602
H 0.898 -0.354 8.380
H -0.284 1.908 8.367
H -1.199 0.785 7.455
H 0.801 2.511 6.426
H 2.838 0.537 7.775
C -9.047 -0.319 2.572
C -9.618 1.049 2.360
O -8.739 1.954 1.732
O -7.872 -0.393 3.305
H -8.786 -0.804 1.629
H -9.858 -0.966 2.985
H -9.866 1.522 3.338
H -10.623 0.985 1.892
H -8.725 2.852 2.055
H -8.048 -0.353 4.257
C 8.177 -2.307 2.102
C 7.744 -2.578 0.665
O 7.978 -1.410 -0.177
O 7.328 -1.343 2.656
H 9.225 -1.835 2.126
H 8.133 -3.282 2.653
H 6.719 -2.915 0.580
H 8.340 -3.359 0.197
H 7.829 -0.530 0.336
H 6.531 -1.771 3.041
C 8.089 -2.120 -5.067
C 8.188 -1.604 -3.662
O 7.910 -2.660 -2.694
O 6.713 -2.350 -5.373
H 8.771 -2.969 -5.169
H 8.458 -1.379 -5.731
H 7.476 -0.790 -3.498
H 9.253 -1.281 -3.547
H 7.748 -2.168 -1.892
H 6.359 -2.974 -4.750
C 8.081 2.349 -4.097
C 7.583 1.878 -5.444
O 6.234 2.418 -5.703
O 7.222 1.743 -3.100
H 7.948 3.431 -4.011
H 9.116 1.976 -3.920
H 7.488 0.803 -5.497
H 8.247 2.115 -6.236
H 5.680 1.745 -6.127
H 6.548 2.387 -2.899
C 3.516 -6.241 4.952
C 3.533 -6.568 3.434
O 4.135 -5.426 2.699
O 2.363 -5.545 5.358
H 4.435 -5.608 5.115
H 3.528 -7.168 5.504
H 2.465 -6.733 3.220
H 4.176 -7.513 3.204
H 3.985 -5.525 1.729
H 2.410 -4.634 4.933
C 0.161 -1.990 -6.926
C 0.893 -0.842 -6.373
O 1.060 -0.839 -4.952
O -1.193 -2.042 -6.528
H 0.712 -2.923 -6.789
H 0.162 -1.805 -8.014
H 0.388 0.129 -6.597
H 1.854 -0.857 -6.885
H 0.927 -1.760 -4.552
H -1.240 -1.939 -5.576
C -6.619 -0.687 -0.051
O -7.148 -1.871 0.612
C -6.167 -2.838 0.743
C -6.668 -3.759 1.798
N -6.947 -3.148 3.112
C -5.865 -2.926 4.153
C -6.242 -3.074 5.617
O -7.097 -2.026 5.986
C -7.685 -2.213 7.294
H -7.480 -0.059 -0.188
H -6.223 -0.983 -1.041
H -5.814 -0.153 0.479
H -5.231 -2.379 1.015
H -5.940 -3.245 -0.250
H -5.863 -4.506 2.011
H -7.656 -4.245 1.534
H -7.413 -2.292 2.962
H -5.519 -1.852 4.035
H -4.971 -3.526 3.938
H -5.307 -3.026 6.261
H -6.636 -4.084 5.787
H -8.412 -3.034 7.218
H -8.231 -1.349 7.676
H -6.906 -2.564 8.040
C -2.890 -3.614 0.631
O -1.566 -3.919 0.248
C -0.902 -4.997 0.879
C 0.209 -4.455 1.773
N -0.273 -3.580 2.836
C -1.042 -4.150 3.880
C -1.676 -3.119 4.714
O -2.491 -2.347 3.855
C -2.887 -1.072 4.323
H -3.442 -3.134 -0.144
H -2.969 -2.977 1.502
H -3.475 -4.478 0.862
H -0.466 -5.675 0.180
H -1.599 -5.561 1.568
H 0.842 -3.797 1.185
H 0.822 -5.217 2.253
H -0.846 -2.929 2.366
H -0.397 -4.710 4.495
H -1.812 -4.893 3.626
H -0.852 -2.532 5.207
H -2.359 -3.552 5.513
H -3.225 -1.062 5.379
H -3.617 -0.596 3.636
H -1.962 -0.464 4.205
C 3.421 1.339 -2.047
O 2.373 0.654 -1.454
C 2.516 0.644 -0.051
C 1.351 -0.118 0.504
N 0.108 0.601 0.518
C -0.898 -0.084 1.276
C -2.190 0.667 1.081
O -2.455 0.604 -0.315
C -3.415 1.585 -0.697
H 3.172 1.448 -3.109
H 4.403 0.973 -1.776
H 3.383 2.383 -1.671
H 2.607 1.703 0.295
H 3.469 0.147 0.367
H 1.648 -0.395 1.543
H 1.253 -1.032 -0.060
H -0.219 0.863 -0.377
H -0.619 -0.034 2.309
H -1.149 -1.123 0.920
H -2.083 1.741 1.441
H -3.020 0.189 1.645
H -3.133 2.568 -0.389
H -4.370 1.396 -0.249
H -3.432 1.448 -1.795
C 2.851 -5.981 -7.220
O 2.421 -6.686 -5.996
C 1.562 -5.895 -5.282
C 2.212 -4.565 -4.753
N 1.332 -3.709 -3.975
C 1.291 -3.985 -2.505
C 2.288 -3.142 -1.689
O 3.599 -3.675 -1.667
C 4.542 -2.688 -1.415
H 3.484 -5.110 -7.066
H 1.906 -5.680 -7.726
H 3.365 -6.755 -7.809
H 1.284 -6.539 -4.416
H 0.676 -5.715 -5.897
H 2.637 -4.019 -5.639
H 3.021 -4.781 -4.035
H 0.382 -3.814 -4.319
H 1.414 -5.062 -2.260
H 0.288 -3.776 -2.119
H 1.847 -2.984 -0.693
H 2.272 -2.153 -2.137
H 5.451 -3.168 -1.564
H 4.379 -2.326 -0.389
H 4.476 -1.854 -2.064
C 4.753 1.618 3.209
O 5.698 2.364 2.533
C 5.464 2.417 1.097
C 6.150 1.285 0.410
N 7.529 1.135 0.881
C 8.445 2.142 0.384
C 9.515 1.660 -0.559
O 10.315 2.834 -0.870
C 11.659 2.490 -1.115
H 3.636 1.781 2.861
H 4.749 1.935 4.273
H 4.982 0.522 3.119
H 5.812 3.401 0.715
H 4.332 2.443 0.997
H 6.231 1.390 -0.684
H 5.622 0.344 0.616
H 7.554 1.238 1.898
H 8.982 2.515 1.233
H 7.925 2.977 -0.074
H 9.044 1.222 -1.412
H 10.155 0.960 0.068
H 12.319 3.111 -0.508
H 12.005 2.613 -2.188
H 11.998 1.551 -0.744
C -2.342 3.494 -6.397
O -3.083 2.779 -5.524
C -3.591 1.555 -6.076
C -4.469 0.888 -5.096
N -5.559 1.738 -4.765
C -6.655 1.104 -4.009
C -7.337 1.998 -3.051
O -6.428 2.255 -2.019
C -6.942 3.072 -0.982
H -1.752 4.338 -5.915
H -3.021 3.933 -7.205
H -1.664 2.812 -6.984
H -2.696 1.045 -6.366
H -4.145 1.698 -6.942
H -3.803 0.465 -4.233
H -4.996 -0.008 -5.610
H -5.260 2.576 -4.370
H -6.131 0.305 -3.467
H -7.322 0.703 -4.820
H -8.148 1.449 -2.599
H -7.791 2.839 -3.569
H -6.214 3.891 -0.823
H -7.192 2.625 -0.024
H -7.807 3.585 -1.293
C -5.726 5.191 -5.643
O -6.022 4.975 -4.239
H -5.079 4.331 -5.991
H -6.740 4.935 -6.061
H -5.315 6.140 -5.847
H -5.299 5.173 -3.699
C 4.380 -0.062 -5.076
O 5.005 -0.160 -6.358
H 5.097 0.083 -4.283
H 3.640 0.743 -5.208
H 3.757 -0.963 -4.822
H 5.739 -0.854 -6.311
C 3.227 5.209 0.601
O 1.800 5.116 0.546
H 3.400 6.214 0.938
H 3.697 4.516 1.326
H 3.690 5.041 -0.376
H 1.566 4.273 1.015
C 4.289 -6.838 -0.648
O 3.723 -5.696 -0.030
H 3.435 -7.454 -0.953
H 4.930 -6.643 -1.475
H 4.942 -7.302 0.098
H 3.662 -4.943 -0.639
C -2.408 5.691 1.139
O -1.121 6.366 0.873
H -2.920 6.140 2.063
H -3.099 5.836 0.326
H -2.276 4.610 1.367
H -0.497 5.694 0.529
C -8.627 5.835 3.237
O -9.174 4.823 2.413
H -7.616 5.510 3.516
H -8.584 6.804 2.704
H -9.159 5.960 4.134
H -9.887 5.194 1.871
C -5.375 2.598 2.517
O -5.604 1.204 2.990
H -4.286 2.599 2.282
H -5.918 2.928 1.613
H -5.605 3.244 3.349
H -6.510 0.890 2.691
C 3.516 4.224 -4.045
O 4.794 3.612 -3.641
H 3.646 5.012 -4.771
H 2.875 3.385 -4.378
H 3.036 4.631 -3.134
H 5.251 3.186 -4.413
C -2.653 -1.669 -2.937
O -1.420 -1.629 -3.765
H -3.476 -2.106 -3.582
H -2.535 -2.386 -2.049
H -2.901 -0.639 -2.632
H -1.017 -0.776 -3.573
C -2.412 4.664 4.843
O -2.254 3.276 4.876
H -2.844 4.940 3.905
H -3.127 4.974 5.581
H -1.526 5.240 4.976
H -1.695 2.968 5.612
C -0.523 1.735 -2.838
O 0.415 1.980 -3.853
H -0.639 0.663 -2.597
H -0.226 2.183 -1.894
H -1.507 2.119 -3.145
H 0.672 1.160 -4.326
C 0.695 2.747 3.476
O 1.305 2.664 2.194
H -0.172 3.423 3.568
H 0.453 1.794 3.934
H 1.388 3.245 4.163
H 0.712 2.189 1.480
```